Here is a molecular structure, C43H57B4N3O35V in a non-equilibrium geometry from the OMol25 dataset. Energies are from wB97M-V/def2-TZVPD.

Structure (XYZ):
```
143
Properties=species:S:1:pos:R:3:forces:R:3
V -9.134500 20.138240 -2.741990 0.5 1.1 -1.9
O -8.214160 24.507550 -8.599950 -0.8 1.4 3.4
C -8.525510 24.820430 -7.453670 2.1 -1.5 -2.8
O -7.846520 24.406630 -6.322020 -1.4 0.4 -0.9
B -8.653040 24.770310 -5.143130 1.2 1.1 -1.1
O -9.703560 25.619030 -5.706090 -0.9 0.5 1.2
C -9.737620 25.677300 -7.039390 -0.5 -0.9 0.5
O -10.630950 26.155550 -7.692930 1.2 -0.2 0.5
O -7.798780 25.454600 -4.106290 -0.2 -2.1 1.1
C -7.485720 24.517690 -3.152100 2.5 0.7 0.6
O -6.487640 24.525480 -2.414470 -3.8 0.0 -2.1
C -8.542700 23.332110 -3.314040 0.1 -1.3 1.4
O -9.164510 23.533770 -4.476230 0.4 -1.3 2.5
O -8.667860 22.387770 -2.438110 0.0 2.5 -3.7
O -8.292380 18.524220 -1.500720 0.7 0.6 0.8
C -7.340900 19.001310 -0.856860 0.1 -3.5 -0.7
O -7.138530 20.207560 -0.696120 0.7 3.2 0.2
B -5.676360 20.467970 -0.280560 0.9 1.5 0.0
O -5.152450 19.131580 0.012140 -1.4 -0.6 -0.2
C -6.087820 18.215350 -0.282740 0.5 -1.1 -0.8
O -5.949860 17.014170 -0.281330 -0.3 1.4 0.3
O -4.919720 21.172440 -1.361240 -0.8 -0.5 1.6
C -4.544790 22.350710 -0.852400 1.5 2.6 -2.0
O -3.930180 23.220030 -1.438990 -0.7 -1.7 1.0
C -5.016760 22.525520 0.580240 -0.2 1.9 2.6
O -5.644690 21.380930 0.881860 -0.3 -0.3 0.0
O -4.878550 23.493310 1.357020 -0.4 -3.3 -2.7
O -12.820430 21.038230 -5.466510 0.1 0.4 -1.6
C -11.940870 21.082070 -6.308700 0.4 -0.4 1.6
O -11.929150 21.281960 -7.609980 -1.2 -0.6 1.6
B -10.567450 21.135990 -8.136860 0.3 1.8 -1.4
O -9.750030 20.771880 -6.911770 0.9 0.1 -2.0
C -10.465180 20.789660 -5.877920 0.5 -1.1 3.3
O -10.035330 20.480110 -4.728870 -1.5 1.4 -2.1
O -10.223580 22.473610 -8.719240 0.7 -1.5 0.0
C -9.704110 22.247460 -9.948920 0.8 1.1 -1.7
O -9.101300 23.012770 -10.668490 -2.0 -1.3 1.3
C -10.043050 20.759900 -10.354440 1.4 1.1 -2.5
O -10.490360 20.192700 -9.268540 -0.5 -1.2 1.5
O -9.866170 20.287870 -11.476120 -0.7 0.5 2.8
O -6.694870 22.492690 -10.230430 2.3 -3.6 2.5
C -6.340410 21.672710 -9.349940 -1.9 3.7 -3.1
O -6.818470 21.789870 -8.108820 0.6 -0.3 0.4
B -6.019160 20.960540 -7.238740 1.1 -0.4 -0.6
O -5.427740 19.933370 -8.161990 1.2 0.3 -2.0
C -5.395300 20.430590 -9.448130 0.5 0.0 -1.0
O -4.808820 20.072170 -10.484170 -1.7 0.5 3.9
O -6.736570 20.240930 -6.218680 -1.5 0.2 4.1
C -6.496780 20.761350 -4.963780 -0.7 -1.5 0.7
O -7.057370 20.492970 -3.865540 0.9 0.4 -3.4
C -5.265490 21.693220 -5.118610 1.7 3.4 1.4
O -4.974950 21.703030 -6.441790 -0.3 0.0 1.4
O -4.741570 22.409490 -4.212480 -2.2 -3.5 -3.9
C -16.420250 22.573380 -1.983570 1.0 0.0 -0.4
C -16.014380 23.182340 -3.356960 0.2 0.0 -0.1
C -17.002710 24.352980 -3.588400 -0.4 0.7 -0.9
C -16.498550 25.545740 -4.418810 0.5 -1.6 0.2
C -15.162460 25.997280 -3.871540 0.5 0.3 -0.7
C -14.022620 24.915530 -3.920670 -1.9 0.0 1.2
N -14.592630 23.677790 -3.328820 -1.6 0.9 1.4
O -13.654040 22.705640 -3.017190 0.2 -0.2 0.5
C -13.685970 24.599660 -5.356230 1.4 0.1 -1.1
C -12.846970 25.472110 -3.025080 0.5 -0.6 -0.7
C -16.149550 22.051420 -4.455460 -0.3 0.9 0.9
H -16.149930 23.223630 -1.151590 -0.2 0.4 -0.2
H -15.839720 21.671620 -1.788820 -0.2 -0.3 -0.2
H -17.492800 22.379100 -1.981770 0.0 -0.2 0.1
H -17.867870 24.010260 -4.155960 -0.1 -0.6 0.2
H -17.428950 24.760370 -2.671640 0.3 -0.2 0.4
H -17.271730 26.310190 -4.495680 0.2 0.2 0.3
H -16.357660 25.159680 -5.428370 0.1 0.2 -0.2
H -15.274950 26.420740 -2.873470 0.1 -0.2 0.2
H -14.811510 26.801250 -4.518510 0.2 0.3 0.1
H -14.465640 24.674480 -6.114270 -0.5 0.3 0.5
H -12.879800 25.226470 -5.737400 0.2 0.1 0.0
H -13.361350 23.566630 -5.481010 0.3 0.0 0.3
H -12.779700 26.559330 -2.985970 -0.3 0.1 -0.5
H -12.818350 25.183040 -1.974500 -0.7 -0.5 -0.1
H -11.889680 25.128590 -3.417100 0.1 0.0 -0.2
H -15.536410 21.225560 -4.094770 0.4 0.1 -0.7
H -15.919490 22.482100 -5.429990 0.6 -0.4 0.0
H -17.144240 21.618770 -4.562730 -0.3 0.3 0.4
H -13.477930 22.192420 -3.809140 0.2 -0.3 -0.7
C -11.571790 17.918110 -2.348590 -0.4 2.6 0.5
C -11.957270 18.793820 -1.026150 -0.1 -2.7 0.0
C -11.395480 17.815880 0.083110 0.7 1.8 0.3
C -11.428600 18.402270 1.467500 -1.2 -0.3 1.0
C -10.793480 19.789490 1.567530 -0.6 -1.0 0.0
C -11.097990 20.740480 0.419410 -1.5 0.9 0.2
N -11.123760 20.041990 -0.930620 0.6 -2.4 2.1
O -11.142080 20.867580 -2.053420 -0.7 -0.1 0.6
C -12.504460 21.508530 0.752100 1.5 -0.4 -0.6
C -9.971070 21.766100 0.468030 -0.4 0.3 -1.0
C -13.561560 18.975480 -0.934050 1.6 1.0 -0.2
H -10.524510 17.659770 -2.505360 0.3 0.1 0.7
H -11.774060 18.656230 -3.124710 -0.5 -0.6 -0.8
H -12.101690 16.969240 -2.432020 -0.5 0.4 0.1
H -11.866180 16.832760 0.085260 0.1 0.1 -0.5
H -10.325990 17.807620 -0.127220 0.0 -0.8 -0.5
H -11.048970 17.728600 2.235720 1.0 -0.2 -0.2
H -12.452380 18.336470 1.835790 -0.6 0.9 -0.2
H -9.713390 19.705950 1.688070 0.1 -0.2 -0.1
H -11.180140 20.267750 2.467450 0.2 0.1 0.1
H -13.305620 20.897580 1.168010 0.2 -0.4 -0.4
H -12.343870 22.291680 1.493040 0.3 0.0 -0.1
H -12.829460 22.005610 -0.161900 -0.4 0.1 0.0
H -8.994220 21.290240 0.381830 -0.1 0.1 0.0
H -10.097450 22.445520 -0.374890 0.3 0.3 0.1
H -10.008580 22.344240 1.391310 0.0 -0.1 0.0
H -13.946400 18.975040 0.085750 0.2 -0.5 0.1
H -14.142510 18.310670 -1.573290 0.3 -0.2 0.1
H -13.768940 19.999000 -1.246290 -0.2 0.0 -0.4
H -11.849370 21.488500 -1.864240 -0.4 0.9 -0.9
C -7.135530 16.078050 -3.554080 -0.9 0.9 1.2
C -7.727180 16.076290 -4.957220 1.0 -0.7 -0.2
C -7.995940 14.604800 -5.299620 -2.0 0.2 -1.7
C -8.813390 14.543630 -6.652100 0.7 -0.8 0.4
C -10.103130 15.319800 -6.506530 1.1 -0.2 -0.1
C -9.867510 16.817390 -6.344250 -0.2 -0.7 0.8
N -8.939750 16.947050 -5.146030 -0.9 -2.1 0.6
O -8.679500 18.270150 -4.826510 0.2 -0.3 0.0
C -9.432840 17.491370 -7.692380 0.7 -0.7 1.7
C -11.250200 17.285930 -5.850830 0.2 1.1 0.3
C -6.634050 16.521530 -5.851000 1.0 1.4 -1.3
H -7.977540 15.910160 -2.882570 0.2 -0.1 0.5
H -6.628130 16.991900 -3.245000 -0.5 0.6 -0.3
H -6.327360 15.383710 -3.324190 -0.4 -0.7 -0.7
H -7.069070 14.035510 -5.369660 0.1 0.2 0.0
H -8.648620 14.107560 -4.582090 0.1 0.1 0.5
H -9.147820 13.525890 -6.853220 0.4 -0.4 0.0
H -8.180230 14.836200 -7.489730 -0.1 0.2 -0.1
H -10.528420 14.869960 -5.609390 -0.5 0.4 0.2
H -10.799140 15.145820 -7.327140 0.1 0.0 -0.1
H -10.320070 17.540970 -8.323610 0.3 0.7 -0.1
H -8.888530 18.394010 -7.414770 -0.9 0.8 -0.5
H -8.619240 16.979690 -8.206510 -0.3 -0.7 -0.1
H -11.400380 16.828050 -4.873140 -0.2 -0.2 -0.2
H -11.345290 18.355490 -5.663440 0.3 0.1 -0.1
H -12.070940 17.057770 -6.530850 0.2 -0.4 -0.1
H -6.956700 16.500090 -6.891930 0.4 -0.2 -0.1
H -5.676330 16.021050 -5.708130 -0.2 -0.4 -0.1
H -6.378540 17.562250 -5.651720 -0.1 0.2 0.0
H -8.184310 18.562650 -5.595160 0.5 1.2 0.0
```
Positions in Å, forces in eV/Å.

Properties
Largest force on an atom = 5.7 eV/A
Gap between HOMO and LUMO (spin up / spin down) = 7.9 / 7.9 eV
Charge = -2
<S²> = 3.753
Energy relative to the best compared isomer or geometry (same formula, charge and spin) = 0.00 kcal/mol
E_tot = -5514.63759 a.u.
LUMO (spin up / spin down) = 3.10 / 3.10 eV
2S+1 = 4